This record from the Open Molecules 2025 dataset describes the ion C7H10NO with charge +1 in a non-equilibrium geometry. The level of theory is ωB97M-V/def2-TZVPD.

Results
* multiplicity: 1
* HOMO: -12.44 eV
* orbital gap: 0.33889 hartree
* lowest unoccupied orbital energy: -0.1184 hartree
* maximum force: 5.97 eV/A
* energy relative to the best compared isomer or geometry (same formula, charge and spin): 249.11 kJ/mol
* calculated total energy: -10948.8941 eV
* charge: +1
* SMILES: C=C=CC1=C(O)CC[NH2+]1

Last column: natural (NBO) charge in e.
Element x y z (Å)
C  -2.81551  1.62434  2.10023  -0.45
C  -1.74095  1.03667  1.79566  0.12
C  -0.62270  0.34029  1.45775  -0.36
C  0.11780  -0.13578  0.18504  -0.03
C  -0.12764  0.00047  -1.14259  0.39
O  -1.08786  0.65352  -1.79254  -0.62
C  1.07027  -0.48768  -1.93570  -0.46
C  1.79291  -1.33626  -0.97271  -0.23
N  1.37435  -0.79260  0.30651  -0.47
H  -3.71133  1.15365  2.53700  0.27
H  -2.67610  2.73048  2.13477  0.26
H  -0.07608  -0.01151  2.33147  0.22
H  -1.83467  0.95033  -1.29387  0.51
H  0.83694  -0.93800  -2.88355  0.27
H  1.72173  0.39305  -2.13878  0.23
H  1.45228  -2.30212  -1.04247  0.23
H  2.86089  -1.27577  -1.32401  0.26
H  1.41581  -1.48240  1.01562  0.43
H  2.04987  -0.12070  0.66217  0.43

Cartesian forces (eV/Å) of the 2 atoms listed first:
C -1.5 2.3 1.4
C 4.0 -3.5 -2.7

This record from the Open Molecules 2025 dataset describes the ion C7H10NO2S with charge +1 in a non-equilibrium geometry. The level of theory is ωB97M-V/def2-TZVPD.

Results
* multiplicity: 1
* HOMO: -13.72 eV
* orbital gap: 0.30636 hartree
* lowest unoccupied orbital energy: -0.1978 hartree
* maximum force: 6.88 eV/A
* energy relative to the best compared isomer or geometry (same formula, charge and spin): 0.00 kJ/mol
* calculated total energy: -23833.2753 eV
* charge: +1
* SMILES: CC(C)=[N+]1C(=O)C[C@@H](S)C1=O

Last column: natural (NBO) charge in e.
Element x y z (Å)
C  -0.88633  -1.25946  -1.72452  -0.72
C  -0.06430  -0.17912  -1.07287  0.60
C  0.40787  0.86129  -1.90629  -0.74
N  0.16773  -0.19272  0.21693  -0.50
C  1.23603  0.65702  0.86654  0.73
O  1.92669  1.40600  0.24009  -0.47
C  1.29177  0.27460  2.43811  -0.44
C  -0.22599  0.02105  2.47248  -0.43
S  -1.16188  1.58786  2.32957  0.02
C  -0.59722  -0.81508  1.27284  0.71
O  -1.23991  -1.80688  1.07797  -0.43
H  -1.89385  -1.05376  -1.43846  0.29
H  -0.85473  -1.39964  -2.81783  0.27
H  -0.79923  -2.26315  -1.32027  0.29
H  1.42746  0.76626  -2.18982  0.32
H  0.00407  0.77048  -2.89191  0.27
H  0.34351  1.81989  -1.31260  0.30
H  1.75292  -0.68296  2.49462  0.25
H  1.59038  1.05590  3.00625  0.26
H  -0.49158  -0.51190  3.30553  0.26
H  -0.52205  2.29270  3.29543  0.17

Cartesian forces (eV/Å) of the 2 atoms listed first:
C 0.2 -0.7 0.2
C -0.6 -2.7 -0.6